ORCA calculation (ωB97M-V/def2-TZVPD) on C27H48ClOPY as an isolated structure.

```
79
Properties=species:S:1:pos:R:3:forces:R:3
Y -0.3943 0.7463 2.0382 1.33 -0.74 -0.03
Cl -2.9317 0.7151 1.7489 -0.67 0.31 -0.45
P -0.1606 0.2997 -0.7721 0.14 0.00 0.60
C -0.4591 1.0633 4.1565 -1.33 0.63 2.09
H 0.3242 1.4417 4.8190 -0.97 0.12 0.08
H -1.4991 1.3612 4.3980 0.11 -0.06 0.71
C 1.2653 -0.6131 -1.5213 -0.32 0.19 -0.17
C -0.1303 2.1333 -1.1648 -0.15 -0.42 -0.49
C 2.6202 0.0070 -1.1246 -0.04 -0.04 0.08
H 1.1897 -1.5992 -1.0216 0.02 0.29 -0.08
C 3.7712 -0.9175 -1.5463 -0.17 0.02 0.01
H 2.7358 0.9859 -1.6159 0.02 -0.26 0.06
H 2.6697 0.2023 -0.0421 -0.08 -0.08 -0.22
C 3.7039 -1.3115 -3.0265 -0.08 0.06 -0.11
H 4.7263 -0.4224 -1.3366 -0.08 -0.14 0.01
H 3.7326 -1.8254 -0.9295 0.01 0.11 -0.04
C 2.3125 -1.7963 -3.4642 0.00 0.02 0.03
H 3.9951 -0.4515 -3.6448 -0.07 -0.03 0.06
H 4.4378 -2.1009 -3.2268 -0.03 0.12 -0.02
C 1.1845 -0.8512 -3.0278 0.36 -0.15 -0.23
H 2.2795 -1.9155 -4.5545 0.09 -0.08 0.13
H 2.1252 -2.7867 -3.0229 0.00 0.13 -0.07
H 1.2680 0.1074 -3.5614 0.04 -0.23 0.08
H 0.2189 -1.2900 -3.3103 0.27 0.11 0.09
C -1.7557 -0.3733 -1.4257 0.01 0.34 -0.09
C 0.4510 2.4502 -2.5476 -0.09 0.51 -0.06
H -1.1991 2.4191 -1.1673 0.20 -0.13 0.01
C 0.2674 3.9413 -2.8670 0.03 -0.14 -0.04
H 1.5218 2.1934 -2.5619 -0.28 0.14 -0.03
H -0.0362 1.8451 -3.3290 0.15 0.20 0.31
C 0.8739 4.8518 -1.7927 0.14 -0.14 -0.18
H 0.7174 4.1544 -3.8454 -0.11 0.11 0.13
H -0.8102 4.1463 -2.9511 0.13 -0.03 -0.01
C 0.4550 4.4791 -0.3736 -0.24 -0.20 0.21
H 1.9666 4.8147 -1.8699 -0.01 -0.06 0.00
H 0.5823 5.8860 -1.9943 0.08 0.02 0.02
C 0.5593 2.9732 -0.0631 0.05 0.02 -0.10
H 1.0569 5.0359 0.3547 -0.11 -0.06 -0.10
H -0.5876 4.7802 -0.2127 0.04 0.01 -0.05
H 1.6203 2.6829 0.0207 -0.35 -0.02 0.16
H 0.0795 2.8301 0.9379 0.45 0.21 -0.76
C -1.8059 -1.9139 -1.3610 0.12 0.09 -0.02
H -2.4836 -0.0003 -0.6758 0.29 -0.12 -0.26
C -3.1972 -2.4298 -1.7650 0.14 0.19 0.21
H -1.0391 -2.3464 -2.0250 -0.21 0.06 0.08
H -1.5672 -2.2542 -0.3399 -0.05 0.18 -0.23
C -3.6802 -1.8549 -3.0965 0.07 0.13 -0.14
H -3.1716 -3.5239 -1.8186 -0.08 0.10 0.03
H -3.9048 -2.1585 -0.9700 0.08 -0.02 -0.10
C -3.5572 -0.3274 -3.1805 0.05 0.12 0.10
H -3.1046 -2.3039 -3.9158 0.03 0.02 0.03
H -4.7253 -2.1358 -3.2579 0.05 -0.05 -0.04
C -2.1608 0.1796 -2.7939 -0.20 -0.31 -0.22
H -3.7942 0.0199 -4.1945 -0.09 -0.09 0.13
H -4.2848 0.1354 -2.4976 0.08 -0.10 -0.10
H -1.4259 -0.1224 -3.5576 -0.24 0.06 0.11
H -2.1693 1.2789 -2.7790 0.00 -0.25 0.01
C -0.0700 -1.3021 2.9449 -0.02 -0.01 -3.57
C -0.3962 -0.5531 4.1518 -0.03 0.94 3.35
H 0.9571 -1.0450 2.5207 -0.75 -0.70 0.84
C -1.7027 -1.0443 4.8323 0.23 -0.13 -0.35
H 0.4329 -0.8201 4.8323 -0.12 0.46 0.53
C -1.6704 -2.5514 5.0577 -0.14 0.15 -0.19
H -1.8551 -0.5051 5.7732 0.17 -0.03 -0.10
H -2.5378 -0.7732 4.1750 -0.04 -0.12 0.08
C -1.4994 -3.2468 3.7046 0.05 -0.16 0.10
H -0.8026 -2.7820 5.6948 -0.16 -0.09 -0.02
H -2.5806 -2.8904 5.5799 0.22 -0.01 -0.13
C -0.2038 -2.7725 3.0347 0.01 -0.55 0.05
H -1.4773 -4.3357 3.8495 -0.01 0.05 -0.12
H -2.3669 -3.0073 3.0694 0.20 -0.01 0.07
H 0.6463 -3.1140 3.6513 -0.02 -0.58 0.15
H -0.0835 -3.2304 2.0394 -0.04 -0.05 0.23
C 2.9761 0.4550 4.3399 1.51 0.51 -0.01
C 1.9128 0.7863 3.4022 -2.71 -1.43 -0.16
O 1.9661 1.1248 2.2057 2.47 0.94 -1.51
H 2.6943 0.8590 5.3280 0.15 -0.18 -0.34
H 3.9572 0.8601 4.0347 0.61 -0.09 0.16
H 3.0273 -0.6465 4.4482 -0.12 0.50 -0.20
```
Forces are in eV/Å.

For the calculated total energy, the calculation gives -53679.146 eV. The calculation puts the HOMO energy at -1.44 eV. Its maximum force is 3.57 eV/A. For the energy relative to the best compared isomer or geometry (same formula, charge and spin), the calculation gives 44.74 kcal/mol. The total charge is -1. As for the spin multiplicity: 1.

ORCA calculation (ωB97M-V/def2-TZVPD) on one molecule with the formula C4H7NO2S.

```
15
Properties=species:S:1:pos:R:3:forces:R:3
C 1.6339 0.4069 -0.6734 -1.32 3.88 0.21
C 0.0836 0.0733 -0.9434 2.34 -1.13 -0.46
C -1.7918 0.5192 0.3297 -3.10 -0.77 -3.26
C 0.2598 -1.2703 0.9805 0.28 1.40 0.66
H 1.6766 1.3031 0.2877 0.16 -3.07 -2.86
H 1.8717 1.0309 -1.7045 0.12 -1.74 2.81
H 2.2420 -0.5308 -0.4968 -0.56 1.43 -0.36
H 0.0629 -0.1088 -2.0040 -0.35 -0.13 -0.63
H -2.7189 1.0195 -0.0468 0.47 -0.16 1.16
H -1.9518 -0.6959 0.1315 -0.22 3.98 0.85
H 1.2594 -2.0128 1.2794 -3.30 1.98 -1.59
N -0.0967 -0.4266 1.8628 0.70 -1.38 1.26
O -0.8335 1.0451 -0.6343 -0.95 0.25 1.47
O -0.3691 -1.1161 -0.3629 4.16 -3.16 1.26
S -1.3281 0.7633 1.9946 1.57 -1.38 -0.54
```
Forces are in eV/Å.

For the calculated total energy, the calculation gives -20676.738 eV. The calculation puts the HOMO energy at -8.96 eV. Its maximum force is 5.37 eV/A. For the energy relative to the best compared isomer or geometry (same formula, charge and spin), the calculation gives 138.34 kcal/mol. Its SMILES is C[C@H]1OC=NSCO1. As for the spin multiplicity: 1.

ORCA calculation (ωB97M-V/def2-TZVPD) on a 2-piece molecular cluster, C5H10O overall.

```
16
Properties=species:S:1:pos:R:3:forces:R:3
C 0.0697 1.4760 1.3239 0.06 0.00 -0.06
C -0.6999 0.4109 0.5256 -0.14 -0.10 0.00
C -0.1622 0.1195 -0.8533 -1.41 -0.17 -0.69
C -0.5533 0.7685 -1.9455 -0.24 0.65 -0.23
C 1.1557 -2.3408 0.2473 -0.25 -0.22 0.05
O 0.1112 -2.9354 0.3290 0.53 0.16 0.03
H 0.1069 2.4312 0.7881 0.00 -0.19 0.02
H 1.1017 1.1709 1.5313 -0.14 0.01 -0.07
H -0.4238 1.6575 2.2873 0.09 -0.08 -0.21
H -1.7285 0.7697 0.3859 0.06 -0.05 0.18
H -0.7545 -0.5107 1.1138 -0.04 0.10 -0.11
H -1.4089 1.4236 -1.9346 0.33 1.10 -0.08
H -0.1040 0.4982 -2.8983 -0.53 -0.12 -0.03
H -0.0466 -0.8487 -1.3144 1.85 -0.94 1.18
H 1.4984 -1.6372 1.0319 -0.08 -0.09 -0.05
H 1.8382 -2.4533 -0.6178 -0.11 -0.07 0.08
```
Forces are in eV/Å.

For the calculated total energy, the calculation gives -7391.899 eV. The calculation puts the HOMO energy at -9.30 eV. Its maximum force is 2.38 eV/A. For the energy relative to the best compared isomer or geometry (same formula, charge and spin), the calculation gives 66.11 kcal/mol. Its SMILES is C=CCC.C=O. As for the spin multiplicity: 1.

Q: The lowest calculated total energy belongs to which entry?
A: C27H48ClOPY

Q: Which of these has the highest calculated total energy?
A: C5H10O